1.
DFT (ωB97M-V with the def2-TZVPD basis set) results for an isolated ion of composition C2H3O5S2 and charge -1 at a distorted geometry.

- SMILES = O=S1(=O)OCS12([O-])=CO2
- HOMO (alpha / beta) (eV) = -4.4384 / -4.4392
- largest force on an atom (eV Å⁻¹) = 4.60
- HOMO-LUMO gap (alpha / beta) (eV) = 7.6 / 7.6

Geometry as ORCA input:
```
! RIJCOSX wB97M-V def2-TZVPD def2/J DEFGRID3
* xyz -1 1
C 0.429 1.448 -1.699
C 0.403 -0.477 0.970
O -1.703 1.741 1.194
O -0.871 1.899 3.444
O 1.905 1.686 0.523
O 1.070 0.166 -1.310
O 0.024 -0.086 2.164
S -0.492 1.668 2.032
S 0.704 1.081 0.038
H -0.654 1.172 -2.072
H 1.351 -1.199 0.772
H -0.405 -0.959 0.480
*
```

Results of the Mulliken charge analysis, in e, for atoms 1 through 6:
1. C -0.426
2. C -0.233
3. O -0.571
4. O -0.668
5. O -0.686
6. O -0.384

---

2.
DFT (ωB97M-V with the def2-TZVPD basis set) results for a 2-piece molecular cluster, C2H3OPS overall at a distorted geometry.

- HOMO (alpha / beta) (eV) = -7.4199 / -9.8538
- largest force on an atom (eV Å⁻¹) = 5.93
- HOMO-LUMO gap (alpha / beta) (eV) = 8.0 / 7.3

Geometry as ORCA input:
```
! RIJCOSX wB97M-V def2-TZVPD def2/J DEFGRID3
* xyz 0 3
C -1.727 0.300 -0.819
C 0.716 -0.490 1.056
O 1.827 0.627 -0.879
P -0.819 0.431 -2.065
S 1.427 0.887 0.529
H 0.526 -0.871 2.025
H 0.427 -1.153 0.155
H -2.378 0.268 -0.001
*
```

Results of the Mulliken charge analysis, in e, for atoms 1 through 6:
1. C -0.136
2. C -0.637
3. O -0.399
4. P -0.238
5. S 0.276
6. H 0.401

---

3.
DFT (ωB97M-V with the def2-TZVPD basis set) results for an isolated ion of composition C2H3OS3 and charge -1 at a distorted geometry.

- SMILES = [O-]C(=S)C(S)S
- HOMO (eV) = -3.6882
- largest force on an atom (eV Å⁻¹) = 3.06
- HOMO-LUMO gap (eV) = 7.1

Geometry as ORCA input:
```
! RIJCOSX wB97M-V def2-TZVPD def2/J DEFGRID3
* xyz -1 1
C -0.031 -0.538 1.254
C -0.301 -0.057 -0.238
O -0.056 0.397 2.048
S 0.226 -2.179 1.378
S 0.255 -1.095 -1.563
S 0.226 1.737 -0.394
H -1.423 0.221 -0.441
H 1.034 -1.769 -0.776
H 1.456 1.620 0.262
*
```

Results of the Mulliken charge analysis, in e, for atoms 1 through 6:
1. C 0.351
2. C -0.198
3. O -0.592
4. S -0.555
5. S -0.186
6. S -0.232

---

4.
DFT (ωB97M-V with the def2-TZVPD basis set) results for C2H3OTl as an isolated structure at a distorted geometry.

- HOMO (alpha / beta) (eV) = -28.5012 / -30.2394
- largest force on an atom (eV Å⁻¹) = 6.90
- HOMO-LUMO gap (alpha / beta) (eV) = 8.7 / 8.8

Geometry as ORCA input:
```
! RIJCOSX wB97M-V def2-TZVPD def2/J DEFGRID3
* xyz 3 2
O 0.546 0.689 0.184
Tl 2.275 0.060 -0.519
H 0.277 1.495 0.647
C -0.651 -0.342 -0.097
C 0.337 -1.232 0.310
H -1.223 -0.048 -0.995
H -1.561 -0.621 0.471
*
```

Results of the Mulliken charge analysis, in e, for atoms 1 through 6:
1. O -0.281
2. Tl 1.515
3. H 0.504
4. C 0.243
5. C 0.225
6. H 0.390